Record 1
Formula: C42H44HgP2
Source: the Open Molecules 2025 dataset
Level of theory: ωB97M-V with the def2-TZVPD basis set

Geometry as XYZ:
```
89
Properties=species:S:1:pos:R:3:lowdin_charge:R:1
Hg 1.835 -1.499 -2.638 0.756
C -1.829 0.011 5.121 -0.121
C -1.896 -0.064 3.784 -0.098
C -2.476 0.924 2.820 -0.207
C -1.496 2.008 2.323 -0.185
C -0.660 2.692 3.376 -0.110
C -0.998 2.897 4.653 -0.111
C -2.301 2.522 5.298 -0.202
C -2.294 1.145 5.987 -0.194
C 1.815 -0.948 -0.541 -0.313
H -1.451 -0.849 5.683 0.088
H -1.472 -0.936 3.274 0.106
H -3.397 1.397 3.183 0.103
H -2.766 0.349 1.929 0.073
H -0.802 1.549 1.599 0.104
H -2.062 2.760 1.748 0.117
H 0.288 3.081 2.981 0.101
H -0.292 3.401 5.331 0.107
H -3.137 2.558 4.592 0.095
H -2.504 3.271 6.080 0.112
H -1.647 1.187 6.878 0.090
H -3.308 0.946 6.380 0.121
H 1.355 -1.800 -0.021 -0.044
H 1.262 -0.019 -0.347 -0.035
H 2.867 -0.832 -0.254 -0.052
P -0.229 -2.045 -3.794 0.826
P 2.058 0.444 -4.264 0.874
C -0.629 -0.428 -4.515 -0.410
C 0.323 0.491 -4.807 -0.442
C -0.596 -3.269 -5.071 -0.383
C -1.703 -2.987 -5.888 -0.090
C -2.153 -3.924 -6.820 -0.079
C -1.486 -5.143 -6.955 -0.088
C -0.349 -5.407 -6.182 -0.090
C 0.115 -4.470 -5.256 -0.097
C -1.530 -2.232 -2.540 -0.368
C -1.782 -1.157 -1.670 -0.101
C -2.456 -1.381 -0.472 -0.077
C -3.008 -2.639 -0.207 -0.084
C -2.881 -3.674 -1.141 -0.086
C -2.132 -3.483 -2.305 -0.082
C 2.835 0.968 -5.843 -0.353
C 2.617 0.160 -6.979 -0.101
C 2.965 0.631 -8.247 -0.088
C 3.538 1.901 -8.396 -0.092
C 3.767 2.697 -7.269 -0.088
C 3.433 2.229 -5.997 -0.086
C 2.204 1.923 -3.203 -0.402
C 3.379 2.122 -2.450 -0.114
C 3.503 3.263 -1.653 -0.087
C 2.464 4.201 -1.597 -0.088
C 1.307 4.004 -2.353 -0.083
C 1.161 2.857 -3.133 -0.084
H -1.692 -0.235 -4.722 0.066
H 0.114 1.378 -5.423 0.069
H -2.228 -2.038 -5.784 0.096
H -3.029 -3.691 -7.425 0.104
H -1.850 -5.881 -7.667 0.102
H 0.174 -6.355 -6.300 0.102
H 1.007 -4.658 -4.653 0.098
H -1.416 -0.156 -1.909 0.102
H -2.549 -0.572 0.251 0.075
H -3.543 -2.812 0.731 0.104
H -3.363 -4.639 -0.967 0.103
H -2.004 -4.297 -3.021 0.103
H 2.135 -0.810 -6.865 0.102
H 2.779 0.013 -9.127 0.102
H 3.807 2.268 -9.388 0.101
H 4.196 3.694 -7.379 0.102
H 3.598 2.861 -5.124 0.097
H 4.185 1.383 -2.495 0.107
H 4.419 3.421 -1.082 0.103
H 2.566 5.092 -0.972 0.103
H 0.504 4.740 -2.340 0.103
H 0.236 2.694 -3.688 0.093
C 1.151 -0.040 7.484 0.087
C 0.672 -0.135 8.784 -0.313
C -0.692 -0.523 9.030 -0.050
C -1.188 -0.607 10.326 -0.092
C -0.357 -0.329 11.431 -0.091
C 0.983 0.059 11.218 -0.097
C 1.496 0.146 9.933 -0.046
H 2.213 0.110 7.316 0.063
H 0.466 -0.124 6.644 0.039
H -1.320 -0.770 8.169 0.096
H -2.229 -0.903 10.499 0.103
H -0.760 -0.406 12.447 0.100
H 1.612 0.286 12.082 0.101
H 2.536 0.434 9.770 0.108
```

Molar mass: 811.35 u
Frontier orbital gap (alpha / beta): 0.2571 / 0.1402 Ha



Record 2
Formula: C42H45BBaF2N14O9S
Source: the Open Molecules 2025 dataset
Level of theory: ωB97M-V with the def2-TZVPD basis set

Geometry as XYZ:
```
115
Properties=species:S:1:pos:R:3:lowdin_spin:R:1
Ba 18.465 5.291 12.597 -0.001
C 19.663 4.484 8.306 0.000
C 18.611 4.748 9.190 0.000
N 18.557 3.912 10.199 0.000
N 19.562 3.050 9.997 0.000
C 20.295 3.417 8.863 0.000
B 20.081 2.032 11.039 0.000
N 18.918 1.430 11.827 0.000
C 18.506 0.150 11.809 0.000
C 17.502 0.014 12.756 0.000
C 17.380 1.316 13.268 0.000
N 18.203 2.189 12.687 0.000
N 21.044 2.848 11.895 0.000
C 22.026 2.450 12.736 0.000
C 22.770 3.504 13.156 0.000
C 22.138 4.604 12.502 0.000
N 21.100 4.236 11.797 0.000
N 20.750 0.898 10.203 0.000
C 20.223 0.466 9.049 0.000
C 21.075 -0.452 8.510 0.000
C 22.180 -0.418 9.356 0.000
N 21.984 0.391 10.381 0.000
H 19.982 4.978 7.403 0.000
H 17.897 5.556 9.215 0.000
H 21.200 2.911 8.590 0.000
H 18.938 -0.543 11.137 0.000
H 16.910 -0.901 12.957 0.000
H 16.669 1.632 14.088 0.000
H 22.200 1.448 12.909 0.000
H 23.561 3.548 13.901 0.000
H 22.379 5.645 12.566 0.000
H 19.283 0.854 8.623 0.000
H 20.927 -0.959 7.546 0.000
H 23.121 -1.031 9.300 0.000
F 20.629 1.156 16.894 0.000
C 20.590 2.421 16.433 0.000
C 19.908 2.872 15.353 0.000
C 19.994 4.238 14.975 0.000
C 20.797 5.083 15.738 0.000
C 21.533 4.585 16.836 0.000
F 22.287 5.423 17.583 0.000
C 21.416 3.290 17.230 0.000
C 20.899 6.521 15.376 0.000
C 22.134 7.174 15.466 0.000
C 22.208 8.476 14.973 0.000
C 21.066 9.114 14.423 0.000
C 19.914 8.378 14.383 0.000
N 19.838 7.127 14.800 0.001
H 19.412 2.169 14.701 0.000
H 21.941 2.833 18.097 0.000
H 23.058 6.768 15.859 0.000
H 23.190 8.977 15.011 0.000
H 21.151 10.172 14.125 0.000
H 18.989 8.788 13.936 0.000
O 15.863 12.028 11.998 0.102
C 16.211 10.877 11.792 0.019
C 17.429 10.434 11.029 0.023
O 18.156 11.132 10.325 0.116
C 17.643 9.020 11.378 0.055
C 16.579 8.589 12.286 0.081
O 16.588 7.440 12.784 0.199
C 15.533 9.634 12.291 0.037
O 14.363 9.561 12.727 0.176
O 18.657 8.365 11.043 0.187
C 11.936 4.126 9.370 0.000
C 12.128 4.128 10.854 0.000
N 13.259 4.950 11.287 0.000
C 12.957 6.375 11.509 0.000
C 13.329 7.192 10.249 0.000
C 14.543 4.527 11.236 0.000
C 14.822 3.076 10.883 0.000
N 15.548 5.227 11.553 0.004
H 11.264 3.400 8.909 0.000
H 12.912 3.917 8.867 0.000
H 11.595 5.064 9.003 0.000
H 12.326 3.077 11.158 0.000
H 11.254 4.399 11.390 0.000
H 13.559 6.723 12.335 0.000
H 11.953 6.534 11.790 0.000
H 14.385 7.270 10.254 0.000
H 12.940 8.213 10.380 0.000
H 12.866 6.792 9.333 0.000
H 14.508 2.428 11.699 0.000
H 15.894 2.986 10.751 0.000
H 14.263 2.785 9.952 0.000
H 15.287 6.185 11.873 0.000
C 17.337 -2.098 16.858 0.000
C 17.874 -0.734 17.301 0.000
S 16.489 0.349 17.514 0.000
O 15.844 0.429 16.233 0.000
O 15.704 -0.027 18.667 0.000
C 17.241 1.875 17.974 0.000
C 16.166 3.017 17.940 0.000
N 16.041 3.713 16.654 0.000
C 16.827 4.626 16.123 0.000
N 16.461 4.948 14.869 0.000
C 15.456 4.098 14.541 0.000
C 15.155 3.383 15.660 0.000
N 14.017 2.509 15.697 0.000
O 13.495 2.237 16.782 0.000
O 13.626 2.153 14.586 0.000
C 17.820 5.370 16.952 0.000
H 18.182 -2.764 16.665 0.000
H 16.682 -2.015 15.972 0.000
H 16.798 -2.504 17.698 0.000
H 18.498 -0.284 16.539 0.000
H 18.371 -0.774 18.270 0.000
H 18.085 2.027 17.301 0.000
H 17.689 1.745 18.946 0.000
H 16.334 3.733 18.682 0.000
H 15.170 2.629 18.095 0.000
H 14.877 4.136 13.603 0.000
H 17.246 5.875 17.740 0.000
H 18.303 6.094 16.269 0.000
H 18.600 4.784 17.456 0.000
```

Multiplicity: 2
Molar mass: 1108.11 u
Frontier orbital gap (alpha / beta): 0.2511 / 0.1828 Ha
Charge: -1